{"formula": "C48H108O28P4S6", "method": "ωB97M-V/def2-TZVPD", "orbital_gap_ev": 10.0, "relative_energy_kcal_mol": 190.82, "e_tot_ha": -7755.08826, "charge": 0, "homo_energy_ev": -9.931, "largest_force_ev_per_a": 5.8, "multiplicity": 1, "species": ["S", "S", "S", "S", "S", "S", "P", "P", "P", "P", "O", "O", "O", "O", "O", "O", "O", "O", "O", "O", "O", "O", "O", "O", "O", "O", "O", "O", "O", "O", "O", "O", "O", "O", "O", "O", "O", "O", "C", "C", "C", "C", "C", "C", "C", "C", "C", "C", "C", "C", "C", "C", "C", "C", "C", "C", "C", "C", "C", "C", "C", "C", "C", "C", "C", "C", "C", "C", "C", "C", "C", "C", "C", "C", "C", "C", "C", "C", "C", "C", "C", "C", "C", "C", "C", "C", "H", "H", "H", "H", "H", "H", "H", "H", "H", "H", "H", "H", "H", "H", "H", "H", "H", "H", "H", "H", "H", "H", "H", "H", "H", "H", "H", "H", "H", "H", "H", "H", "H", "H", "H", "H", "H", "H", "H", "H", "H", "H", "H", "H", "H", "H", "H", "H", "H", "H", "H", "H", "H", "H", "H", "H", "H", "H", "H", "H", "H", "H", "H", "H", "H", "H", "H", "H", "H", "H", "H", "H", "H", "H", "H", "H", "H", "H", "H", "H", "H", "H", "H", "H", "H", "H", "H", "H", "H", "H", "H", "H", "H", "H", "H", "H", "H", "H", "H", "H", "H", "H", "H", "H", "H", "H", "H", "H"], "xyz": [[2.44217, -3.12859, -8.79917], [1.95723, -0.62457, -1.70524], [-5.10685, -7.79887, -2.60694], [3.81281, -10.25828, -2.73390], [9.97344, -2.07271, -3.79062], [-1.99636, -5.64371, 4.53425], [-5.08062, 5.51897, 1.21963], [-1.78393, 2.27942, 7.44162], [-9.96087, 0.89864, -7.25183], [9.70632, 6.31678, 4.13172], [-1.72260, 1.59368, 6.12764], [1.32537, -3.69054, -8.06240], [11.02808, 5.50612, 4.59500], [-4.80806, 5.29271, -0.18754], [9.19458, 5.58557, 2.69613], [2.44056, -1.68283, -9.15398], [-11.41829, 0.77644, -6.46583], [2.35108, -10.50719, -2.56981], [-4.97450, 4.18508, 2.13229], [8.66895, 6.44657, 5.17190], [9.71513, -1.01257, -4.77390], [-1.24679, -6.01397, 3.34828], [-4.96799, -8.12545, -1.21207], [3.03181, 0.14374, -1.05681], [10.27861, 7.74943, 3.60662], [-0.49865, 3.26340, 7.76748], [-9.79865, 2.47536, -7.28545], [4.60422, -11.21627, -3.50882], [2.24339, -1.89535, -2.38086], [9.29716, -3.31656, -3.96655], [-6.21071, -8.30091, -3.36116], [-9.88810, 0.25690, -8.63241], [-6.50796, 6.26629, 1.65865], [-3.04087, 3.27919, 7.49885], [-8.75140, 0.42975, -6.19457], [-1.92317, 1.40204, 8.80163], [-3.88947, 6.41936, 1.78539], [-1.39353, -4.88941, 5.61958], [-3.30980, 4.08952, 8.70011], [0.68351, -0.91301, -0.47814], [4.77480, -4.68342, -9.01702], [-3.00143, -7.07195, 5.21836], [-7.44008, 0.60100, -6.52080], [9.88960, -1.56343, -1.98535], [10.66233, 8.72529, 4.57381], [12.20200, -2.21503, -2.17330], [2.70109, -4.12324, -10.30983], [-0.00013, 1.13338, -1.71101], [-4.71255, -5.38065, 4.46314], [-5.86441, 3.05978, 2.00527], [-8.36694, 6.55188, 2.88341], [-2.71179, 5.69040, 2.11647], [-4.43750, -6.86864, 4.65043], [4.76913, -8.42438, -1.01039], [-3.44869, -5.82346, -3.85352], [4.59325, -9.90999, -1.06799], [-11.24135, 4.15904, -8.06881], [11.13869, 9.95175, 3.85646], [-4.59432, 4.84561, 8.48922], [-3.51652, -4.72471, 3.91553], [-4.03869, 0.72794, 9.73438], [12.11028, 5.19950, 3.70865], [8.20430, 4.63298, 2.78489], [5.00570, -7.86000, -2.42739], [11.25226, -1.21699, -1.50468], [-6.45123, 2.79499, 3.42831], [-4.79398, -6.01698, -2.96915], [6.81227, 5.26752, 2.66931], [-6.51856, 1.00963, -5.39973], [-0.52666, 0.01809, -0.80852], [0.90043, 0.47288, -2.73496], [11.83498, -2.41032, -3.62286], [-2.07864, 6.33103, 3.26836], [1.73763, 3.91833, 7.94900], [-3.55902, -8.36670, -3.41759], [-11.58821, 0.99414, -5.03831], [4.03119, -3.68635, -7.97778], [-6.84688, 6.55390, 2.95915], [3.96553, -8.48657, -3.33421], [3.71847, -5.23228, -10.05697], [-11.78235, 2.58177, -4.76278], [0.82542, 2.73106, 7.98536], [12.98933, 4.13946, 4.41787], [-10.04357, 3.28138, -8.38907], [-3.26528, -7.29214, -4.47475], [-2.81625, 0.39113, 8.84664], [5.45099, -10.51115, -1.36965], [-12.73171, 2.94731, -5.15419], [-7.26373, 1.18582, -7.42357], [0.42939, -1.97266, -0.50367], [-12.52800, 0.47203, -4.85857], [12.10319, -3.20142, -1.72013], [-11.48944, 4.88773, -8.84054], [-8.77997, 6.95394, 3.80854], [6.69148, 6.07024, 3.39673], [-3.00703, -0.05917, 7.87251], [-7.04515, 3.60193, 3.85750], [-4.67812, -5.55603, -1.98823], [3.17382, -3.42949, -11.00505], [-3.26904, 3.33738, 9.48798], [11.51306, -0.22686, -1.87846], [-5.16355, -4.94961, 5.35696], [4.98623, -6.77545, -2.53464], [-2.48228, 4.78417, 8.84423], [8.26714, 4.05513, 1.86281], [-4.61849, -0.18917, 9.83864], [-9.17406, 3.90321, -8.60204], [12.31625, -1.62224, -4.20198], [-11.10077, 4.66465, -7.11346], [-0.84627, 1.65262, -2.16106], [11.19746, 10.81422, 4.52038], [12.46073, 3.22738, 4.69503], [-3.93124, -7.40104, -5.33075], [3.27144, -6.15964, -9.69881], [-6.36552, 7.44680, 3.35805], [9.00132, -0.95970, -1.79942], [-3.48957, -9.37169, -3.83385], [11.49817, 8.30463, 5.13285], [11.84026, 4.78249, 2.73846], [-5.66899, -5.55630, -3.42766], [-5.56997, -5.28496, 3.79698], [4.11967, -8.53507, -4.41216], [-12.14240, 3.59240, -7.83406], [-5.16466, -7.36299, 5.29462], [-6.62819, 0.31747, -4.56487], [-7.06168, 1.89449, 3.36089], [3.67055, -4.11903, -7.04460], [13.25117, -2.04710, -1.93015], [-5.32913, 2.23167, 1.54068], [-3.42197, -5.10665, -4.67422], [-1.26471, -0.52150, -1.40202], [8.19921, 3.95083, 3.63502], [11.24222, -1.18868, -0.41509], [-2.95295, -6.99063, 6.30425], [-2.75228, 4.62704, 2.35254], [-8.75550, 6.99995, 1.96888], [4.22846, -5.35850, -11.01200], [3.88953, -7.91247, -0.62007], [2.65464, 3.52078, 8.38390], [-8.83583, 5.56797, 2.89600], [-6.70639, 3.27891, 1.34864], [-4.34736, -7.36229, 3.68282], [9.62791, -2.51552, -1.52370], [0.75657, 2.33512, 8.99857], [12.11771, -3.38172, -4.02850], [-2.06395, 5.70594, 1.24002], [-6.43732, 5.77092, 3.59734], [12.61919, 6.12645, 3.44433], [-2.30342, -0.42489, 9.35578], [9.88841, 8.90848, 5.31918], [1.11158, -0.74672, 0.51039], [-4.38473, 5.57680, 7.70849], [0.23616, -0.10501, -3.37751], [1.75355, -4.40555, -10.76871], [-2.61078, -5.64869, -3.17864], [0.55724, 1.85106, -1.10903], [6.76687, 5.71725, 1.67745], [13.80689, 3.81788, 3.77269], [-7.25561, -0.40623, -6.89436], [-11.68836, 2.79053, -3.69709], [1.40986, 4.71556, 8.61616], [-11.05592, 3.16714, -5.32646], [-6.71701, 1.99587, -4.98015], [4.50895, -2.84453, -7.47657], [-2.79206, -8.32134, -2.64440], [-1.13014, 5.90584, 3.59649], [-10.78160, 0.64007, -4.39634], [6.03728, -8.12575, -2.65826], [-3.49871, -4.85541, 2.83353], [10.45575, 10.25857, 3.06427], [2.99635, -7.99924, -3.22782], [-1.88038, 7.37463, 3.02404], [-4.67726, 1.44078, 9.21266], [5.36808, -5.44433, -8.50990], [-3.54384, -3.63734, 3.98603], [-5.34936, 4.17751, 8.07491], [-3.84675, 1.14519, 10.72289], [-2.77803, 6.32298, 4.10435], [12.16230, 9.82240, 3.50491], [13.38935, 4.63284, 5.30368], [-2.43109, -7.95617, 4.93382], [-10.21660, 2.64255, -9.25514], [5.62845, -8.20959, -0.37515], [-5.69577, 2.66204, 4.20271], [5.57756, -4.13715, -9.51226], [1.03613, 1.83129, 7.40733], [1.86174, 4.35093, 6.95625], [-1.00914, 0.31518, 0.12263], [3.91261, -10.36403, -0.34781], [-2.28776, -7.31543, -4.95643], [-4.99231, 5.37433, 9.35534], [1.53509, 0.96470, -3.47213], [-5.47888, 1.03418, -5.72617], [5.94590, 4.63705, 2.86937]], "mulliken_charge": [1.027, 1.054, 1.065, 1.052, 1.020, 1.048, 0.780, 0.842, 0.834, 0.880, -0.719, -0.620, -0.289, -0.752, -0.333, -0.639, -0.351, -0.643, -0.135, -0.704, -0.625, -0.616, -0.628, -0.636, -0.294, -0.252, -0.172, -0.634, -0.631, -0.610, -0.623, -0.736, -0.268, -0.187, -0.259, -0.310, -0.281, -0.627, -0.095, -0.590, -0.684, -0.719, -0.181, -0.770, -0.195, -0.679, -0.745, -0.613, -0.574, -0.362, -1.271, -0.013, -0.549, -0.562, -0.575, -0.669, -1.153, -1.210, -1.275, -0.688, -1.071, -0.056, -0.273, -0.653, -0.483, -1.035, -0.640, -1.045, -1.205, -0.615, -0.677, -0.639, -1.240, -1.187, -0.650, -0.238, -0.706, 0.076, -0.653, -0.467, -0.788, -0.244, -1.210, -0.267, -0.755, -0.389, 0.357, 0.267, 0.353, 0.336, 0.302, 0.307, 0.390, 0.399, 0.297, 0.400, 0.241, 0.350, 0.352, 0.356, 0.281, 0.314, 0.366, 0.278, 0.306, 0.392, 0.265, 0.330, 0.291, 0.350, 0.383, 0.314, 0.334, 0.322, 0.317, 0.464, 0.406, 0.270, 0.277, 0.355, 0.305, 0.402, 0.287, 0.343, 0.293, 0.409, 0.326, 0.356, 0.371, 0.343, 0.292, 0.336, 0.318, 0.343, 0.267, 0.327, 0.271, 0.300, 0.386, 0.286, 0.288, 0.263, 0.339, 0.264, 0.392, 0.293, 0.111, 0.284, 0.328, 0.354, 0.360, 0.281, 0.312, 0.429, 0.272, 0.300, 0.266, 0.388, 0.309, 0.380, 0.292, 0.095, 0.298, 0.446, 0.339, 0.377, 0.260, 0.292, 0.350, 0.316, 0.329, 0.303, 0.243, 0.384, 0.404, 0.294, 0.290, 0.267, 0.284, 0.294, 0.402, 0.358, 0.325, 0.250, 0.303, 0.406, 0.298, 0.308, 0.390, 0.406, 0.373, 0.449, 0.369, 0.358]}